# 1
ORCA calculation (wB97M-V/def2-TZVPD) on a molecular structure, C14H12AuF5IN5O5S2Te.

Last column: Mulliken charge in e.
Atoms and positions in Å:
Au -1.090 -4.154 -1.073  0.404
O -2.126 -3.831 1.665  -0.346
N -1.856 -5.009 1.622  0.263
O -1.353 -5.440 0.518  -0.444
N -0.623 4.562 3.319  -0.679
C 0.103 3.794 2.377  1.044
C 1.140 2.965 2.793  -0.688
C 1.871 2.234 1.868  -0.334
C 1.564 2.311 0.516  -0.470
C 0.543 3.150 0.097  -0.297
C -0.179 3.893 1.018  -0.579
S 2.436 1.291 -0.672  1.040
O 2.190 1.911 -1.951  -0.773
O 3.810 1.280 -0.192  -0.736
N 1.720 -0.097 -0.599  0.247
C 1.926 -0.908 0.467  -0.225
S 3.512 -1.229 1.206  -0.169
C 2.773 -2.396 2.241  -0.303
C 1.448 -2.464 1.979  -0.779
N 0.975 -1.631 1.001  0.028
H -0.653 4.120 4.226  0.226
H -1.564 4.756 3.007  0.229
H 1.374 2.890 3.850  0.275
H 2.678 1.588 2.189  0.400
H 0.324 3.200 -0.962  0.531
H -0.978 4.549 0.684  0.249
H 3.332 -2.944 2.983  0.383
H 0.746 -3.120 2.477  0.395
I -4.511 -1.706 -3.483  -0.026
C -3.357 -0.763 -1.980  0.104
C -3.186 0.610 -2.042  -0.541
C -2.384 1.181 -1.064  -0.220
C -1.810 0.374 -0.097  -0.188
C -2.072 -0.987 -0.130  -0.357
N -2.844 -1.543 -1.066  -0.294
H -3.629 1.194 -2.835  0.346
H -2.189 2.246 -1.078  0.340
H -1.140 0.774 0.651  0.365
H -1.623 -1.664 0.583  0.374
F 1.675 -2.701 -1.925  -0.456
Te 0.607 -2.159 -3.351  2.257
F -0.119 -1.752 -5.034  -0.460
F 2.065 -1.118 -3.839  -0.423
F -0.151 -0.561 -2.792  -0.431
F 1.452 -3.549 -4.302  -0.450
O -0.828 -3.150 -2.869  -0.834

Computed properties:
molar mass	940.875	g mol⁻¹
HOMO-LUMO gap	0.23072	Eh
DFT total energy	-3187.825276	a.u.
charge	-2
relative energy (zero: lowest compared OMol25 entry of this formula, charge and spin)	14.7	kcal per mole

***

# 2
ORCA calculation (wB97M-V/def2-TZVPD) on a molecular structure, C14H12B2Br6F24O17P4VZr.

Last column: Mulliken charge in e.
Atoms and positions in Å:
Zr 0.514 -13.693 -21.796  1.977
O -1.261 -19.630 -19.874  0.061
V -1.192 -19.414 -21.451  0.929
P 1.382 -14.188 -18.929  1.126
F 0.437 -13.986 -17.615  -0.304
F 2.673 -13.494 -18.162  -0.285
F 1.603 -15.784 -18.555  -0.146
F 2.112 -14.270 -20.360  -0.221
F 0.084 -14.666 -19.873  -0.272
F 0.925 -12.851 -19.620  -0.305
P -2.073 -21.815 -22.564  1.518
F -3.249 -22.054 -23.655  -0.315
F -1.151 -22.773 -23.391  -0.385
F -1.418 -20.545 -23.296  -0.519
F -0.844 -21.579 -21.411  -0.348
F -2.810 -20.872 -21.570  -0.329
F -2.692 -22.969 -21.733  -0.334
P 3.008 -12.583 -23.365  1.233
F 4.375 -13.150 -22.757  -0.353
F 3.344 -11.004 -23.137  -0.332
F 3.342 -12.746 -25.002  -0.299
F 1.436 -12.302 -23.748  -0.304
F 2.479 -14.133 -23.180  -0.168
F 2.415 -12.530 -21.879  -0.261
P 1.030 -17.410 -22.186  1.461
F 1.110 -15.802 -21.976  -0.196
F -0.458 -17.508 -22.567  0.096
F 1.475 -17.061 -23.771  -0.312
F 0.851 -19.027 -22.417  -0.343
F 2.581 -17.585 -21.609  -0.384
F 0.348 -17.490 -20.691  -0.180
O 0.025 -14.369 -23.841  0.020
C -0.528 -14.409 -24.959  0.227
O -1.824 -14.286 -25.181  -0.709
B -2.140 -14.295 -26.603  1.632
O -0.823 -14.603 -27.278  -0.384
C 0.159 -14.588 -26.320  0.349
O 1.402 -14.654 -26.441  -0.562
O -3.279 -15.168 -26.863  -0.505
C -4.130 -14.530 -27.540  0.571
O -5.256 -14.968 -27.888  -0.625
C -3.736 -12.966 -27.603  0.535
O -2.522 -12.920 -26.987  -0.751
O -4.379 -11.963 -27.929  -0.592
O -7.929 -13.982 -23.233  -0.617
C -6.758 -14.524 -23.350  0.452
O -5.879 -14.693 -22.392  -0.617
B -4.771 -15.509 -22.872  1.372
O -5.098 -15.842 -24.298  -0.268
C -6.256 -15.393 -24.643  0.579
O -6.852 -15.514 -25.784  -0.610
O -3.540 -14.699 -22.674  -0.676
C -2.696 -15.323 -22.010  0.273
O -1.567 -14.921 -21.866  0.012
C -3.399 -16.718 -21.624  0.137
O -4.588 -16.737 -22.071  -0.405
O -2.744 -17.614 -21.133  -0.384
Br -0.543 -18.615 -15.509  -0.143
C -0.601 -16.696 -15.393  -0.571
C -1.673 -16.178 -16.440  -0.932
Br -1.312 -16.984 -18.267  -0.082
H 0.338 -16.168 -15.560  0.311
H -0.933 -16.284 -14.440  0.445
H -1.771 -15.093 -16.444  0.399
H -2.603 -16.655 -16.131  0.513
Br 2.045 -21.144 -21.031  -0.066
C 3.389 -21.316 -19.496  -0.656
C 3.668 -19.883 -18.914  -0.765
Br 1.997 -19.051 -18.201  -0.001
H 4.281 -21.590 -20.061  0.377
H 3.038 -21.957 -18.688  0.392
H 4.203 -19.285 -19.652  0.320
H 4.378 -19.938 -18.089  0.453
Br -1.726 -17.731 -25.091  -0.084
C -0.767 -18.408 -26.737  -0.632
C -0.796 -19.896 -26.703  -0.724
Br 0.146 -20.698 -28.267  -0.155
H 0.255 -18.070 -26.566  0.421
H -1.237 -17.905 -27.582  0.539
H -1.815 -20.245 -26.540  0.512
H -0.324 -20.418 -25.871  0.168

Computed properties:
molar mass	1675.297	g mol⁻¹
HOMO-LUMO gap	0.13264	Eh
DFT total energy	-22067.844585	a.u.
charge	0
relative energy (zero: lowest compared OMol25 entry of this formula, charge and spin)	173.6	kcal per mole
spin multiplicity	2

***

# 3
ORCA calculation (wB97M-V/def2-TZVPD) on a molecular structure, C14H12Cl2KNO4S4.

Last column: Mulliken charge in e.
Atoms and positions in Å:
K -0.259 -0.688 1.364  0.889
O 5.876 -2.648 -0.490  -0.664
C 4.838 -2.034 -0.316  0.662
S 3.478 -2.297 -1.431  -0.325
C 2.154 -1.162 -0.787  0.521
C 2.959 -0.218 0.900  0.557
S 2.605 0.697 2.346  -0.486
S 4.699 -0.913 1.047  -0.320
S 0.660 -1.540 -1.666  -0.462
Cl 3.591 4.588 -3.244  -0.320
C 2.502 3.606 -2.269  0.281
C 1.226 4.062 -2.004  -0.774
C 0.411 3.262 -1.236  0.750
Cl -1.219 3.830 -0.906  -0.298
C 0.775 1.994 -0.675  -0.884
O -0.050 1.352 0.031  -0.331
C 2.112 1.560 -0.999  -0.114
C 2.771 0.262 -0.588  -0.094
O 2.104 -1.364 0.643  -0.548
C 2.922 2.381 -1.778  -1.224
H 0.873 5.011 -2.384  0.387
H 3.742 0.296 -1.072  0.424
H 3.926 2.051 -2.013  0.390
C -3.052 0.922 1.113  -0.979
N -3.062 -0.303 0.320  0.104
C -2.845 -0.078 -1.108  -0.656
C -2.905 -1.503 0.922  0.824
C -2.807 -2.723 0.033  -1.242
O -2.778 -1.613 2.145  -0.692
H -3.845 1.579 0.748  0.304
H -2.100 1.448 0.988  0.310
H -3.230 0.677 2.156  0.336
H -3.537 0.697 -1.445  0.276
H -3.027 -0.982 -1.680  0.349
H -1.819 0.256 -1.286  0.117
H -3.648 -2.797 -0.658  0.400
H -2.784 -3.596 0.679  0.307
H -1.883 -2.685 -0.555  0.225

Computed properties:
molar mass	496.525	g mol⁻¹
HOMO-LUMO gap	0.18785	Eh
DFT total energy	-4009.611598	a.u.
charge	-2
relative energy (zero: lowest compared OMol25 entry of this formula, charge and spin)	27.4	kcal per mole

***

Question: What is the molar mass in the first record?
Answer: 940.875 g mol⁻¹